{
  "formula": "C18H20F9O8PS",
  "method": "wB97M-V/def2-TZVPD",
  "symbols": ["O", "C", "C", "C", "C", "O", "C", "P", "S", "C", "H", "H", "H", "H", "H", "C", "C", "O", "C", "O", "C", "F", "F", "F", "H", "H", "H", "H", "H", "C", "C", "O", "C", "O", "C", "F", "F", "F", "H", "H", "H", "H", "H", "C", "C", "O", "C", "O", "C", "F", "F", "F", "H", "H", "H", "H", "H"],
  "positions_angstrom": [[-3.79829, 0.87324, -0.37359], [-2.61539, 1.00624, -0.99240], [-1.88116, -0.36506, -1.53785], [-0.52863, -0.22699, -2.18181], [0.09510, 1.28806, -2.32038], [1.27335, 1.41389, -2.94827], [-0.65071, 2.64719, -1.78018], [0.26354, 4.31332, -2.07126], [-0.16785, 4.82450, -3.93967], [-1.98689, 2.52210, -1.13504], [-2.41645, -1.40702, -1.42394], [0.05353, -1.16633, -2.58546], [-0.21952, 5.38969, -1.23266], [1.70048, 4.12723, -1.98839], [-2.57297, 3.46594, -0.75538], [2.70687, 6.30366, 3.67853], [2.03585, 7.66191, 3.59329], [1.91952, 8.08106, 2.22473], [0.85630, 7.56926, 1.52451], [0.03315, 6.79328, 2.00162], [0.82592, 8.13500, 0.10581], [2.05420, 8.13788, -0.48807], [0.38788, 9.42644, 0.07761], [0.00443, 7.43720, -0.72971], [3.67059, 6.31677, 3.15946], [2.87000, 6.01784, 4.72157], [2.09745, 5.53166, 3.19911], [2.65460, 8.40870, 4.10212], [1.05801, 7.66287, 4.08805], [-2.74541, -2.00096, 1.45787], [-3.03936, -2.83210, 2.69284], [-2.58649, -4.18258, 2.51041], [-1.25254, -4.40847, 2.73904], [-0.45910, -3.53459, 3.07691], [-0.92039, -5.88861, 2.55860], [-1.48774, -6.42462, 1.43960], [-1.35940, -6.64442, 3.60575], [0.41839, -6.12639, 2.45380], [-3.17290, -2.47097, 0.56641], [-3.16060, -0.99442, 1.56147], [-1.66804, -1.91533, 1.28709], [-4.12170, -2.87957, 2.85329], [-2.59948, -2.38943, 3.59368], [1.29988, -7.32284, -1.30493], [2.34677, -6.52461, -2.05941], [1.75213, -5.84013, -3.17299], [1.12656, -4.65264, -2.88801], [1.05386, -4.17132, -1.76089], [0.58619, -4.01098, -4.16472], [-0.05235, -4.90369, -4.97509], [1.57753, -3.45547, -4.91914], [-0.31085, -3.01281, -3.92216], [0.77103, -8.00143, -1.98183], [1.76243, -7.90889, -0.50567], [0.54661, -6.66519, -0.86074], [3.09988, -7.20502, -2.47090], [2.87218, -5.82209, -1.40262]],
  "atomic_forces_ev_per_a": [[6.9, 0.8, -3.5], [-4.6, -0.6, 2.3], [3.8, 1.9, -1.7], [-4.0, 0.9, 2.1], [4.5, 0.0, -2.7], [-6.8, -0.6, 3.9], [-3.0, -2.1, 2.3], [-0.8, -0.4, -2.5], [0.2, -0.1, 0.8], [3.6, -1.0, -1.9], [1.1, 2.5, -0.2], [-1.1, 2.4, 0.9], [0.5, -1.4, 0.2], [-1.1, -0.1, 0.8], [1.1, -2.3, -0.7], [0.0, -0.2, -0.3], [0.2, -0.3, 0.8], [-1.5, -0.3, -1.5], [-0.2, -1.2, 3.1], [1.6, 1.7, -1.7], [0.1, 1.1, -2.5], [-1.0, -0.2, 0.9], [0.3, -1.2, 0.5], [0.6, 0.5, 1.2], [-0.1, 0.1, 0.2], [0.0, 0.1, -0.1], [0.0, 0.1, 0.2], [-0.1, 0.0, -0.4], [0.1, 0.0, -0.3], [0.3, 0.0, -0.1], [-0.3, 0.8, 0.0], [1.8, -1.0, 0.4], [-0.4, 3.2, 0.6], [-1.5, -2.5, -0.8], [0.8, -2.5, -0.4], [0.3, 0.8, 0.8], [0.2, 1.0, -0.7], [-1.3, 0.8, 0.2], [-0.1, 0.1, 0.2], [0.0, -0.2, 0.0], [-0.1, 0.0, 0.1], [0.3, -0.4, -0.1], [0.1, -0.2, -0.2], [-0.4, 0.1, 0.0], [0.3, -0.5, 0.7], [-0.9, 1.9, -0.3], [1.2, -1.2, 2.8], [-0.2, -0.6, -2.8], [-0.9, 0.9, -2.3], [0.6, 0.5, 1.1], [-0.6, -0.6, 1.0], [0.9, -1.0, 0.3], [0.2, 0.0, 0.1], [0.0, 0.1, -0.1], [0.2, -0.1, 0.0], [-0.2, 0.3, -0.3], [-0.3, 0.0, -0.2]],
  "nbo_charge": [-0.53, 0.48, -0.25, -0.23, 0.49, -0.52, -0.35, 0.77, -0.59, -0.21, 0.27, 0.28, 0.05, 0.05, 0.27, -0.64, -0.08, -0.48, 0.68, -0.53, 0.90, -0.30, -0.30, -0.31, 0.22, 0.23, 0.22, 0.20, 0.20, -0.64, -0.08, -0.48, 0.68, -0.53, 0.90, -0.31, -0.31, -0.31, 0.21, 0.24, 0.22, 0.20, 0.20, -0.64, -0.08, -0.48, 0.69, -0.53, 0.90, -0.30, -0.30, -0.31, 0.22, 0.23, 0.22, 0.20, 0.20],
  "energy_ha": -2937.9614,
  "total_charge": 0,
  "homo_energy_ev": -8.51
}

{
  "formula": "C18H20GaN3O6PTe",
  "method": "wB97M-V/def2-TZVPD",
  "symbols": ["Ga", "O", "C", "C", "C", "C", "C", "C", "C", "O", "N", "N", "C", "C", "C", "C", "C", "C", "N", "H", "H", "H", "H", "H", "H", "H", "H", "H", "H", "O", "C", "C", "C", "O", "P", "O", "Te", "O", "C", "C", "H", "H", "H", "H", "H", "H", "H", "H", "H", "H"],
  "positions_angstrom": [[-0.81535, -0.89064, 1.08878], [1.01182, 3.09339, 2.02578], [0.17490, 3.78329, 1.23495], [0.47078, 5.13409, 1.04161], [-0.32359, 5.91128, 0.22927], [-1.43964, 5.37032, -0.41609], [-1.74307, 4.04490, -0.22938], [-0.94958, 3.22520, 0.59325], [-1.28869, 1.81819, 0.73073], [-0.53138, 1.04567, 1.45004], [-2.37802, 1.35299, 0.10914], [-2.46358, 0.04385, 0.34625], [-3.48332, -0.68611, 0.11118], [-3.36076, -2.07299, 0.57967], [-4.36862, -3.01268, 0.47596], [-4.17202, -4.26963, 1.02983], [-2.98053, -4.56098, 1.67626], [-2.00585, -3.58334, 1.73001], [-2.19579, -2.37898, 1.19010], [0.72146, 2.16501, 2.05557], [1.33573, 5.54200, 1.54659], [-0.07686, 6.95616, 0.09201], [-2.05771, 5.98873, -1.05118], [-2.60113, 3.60121, -0.71389], [-4.39436, -0.30455, -0.33476], [-5.29357, -2.75483, -0.02071], [-4.95184, -5.01626, 0.96212], [-2.80251, -5.52516, 2.12854], [-1.04762, -3.74596, 2.20557], [1.26668, -4.83616, -0.74897], [0.50750, -4.27152, -0.14403], [4.42441, -3.07655, -1.68920], [3.90117, -2.13515, -0.63656], [2.49701, -1.87007, -0.93349], [1.66453, -0.86362, -0.06357], [0.21296, -0.95542, -0.55928], [1.46734, -1.47302, 2.25315], [2.30033, 0.55174, -0.21091], [2.56855, 1.17606, -1.51472], [1.43429, 2.09425, -1.89218], [5.45662, -3.33859, -1.45784], [4.39810, -2.61181, -2.67374], [3.83252, -3.98992, -1.71418], [4.43849, -1.18553, -0.63446], [3.95028, -2.57459, 0.36238], [2.72409, 0.38710, -2.25150], [3.50114, 1.71437, -1.36730], [0.49743, 1.54357, -1.98278], [1.65331, 2.55627, -2.85557], [1.31393, 2.88440, -1.15241]],
  "atomic_forces_ev_per_a": [[0.1, 0.6, 0.0], [0.0, 0.0, 0.0], [0.0, 0.0, 0.0], [0.0, 0.0, 0.0], [0.0, 0.0, 0.0], [0.0, 0.0, 0.0], [0.0, 0.0, 0.0], [0.0, 0.0, 0.0], [0.0, 0.0, -0.1], [0.0, 0.0, 0.0], [0.0, 0.1, 0.0], [-0.1, -0.3, 0.1], [0.0, 0.0, 0.0], [0.0, 0.0, 0.0], [0.0, 0.0, 0.0], [0.0, 0.0, 0.0], [0.0, 0.0, 0.0], [0.0, 0.0, 0.0], [0.1, -0.1, 0.1], [0.0, 0.0, 0.0], [0.0, 0.0, 0.0], [0.0, 0.0, 0.0], [0.0, 0.0, 0.0], [0.0, 0.0, 0.0], [0.0, 0.0, 0.0], [0.0, 0.0, 0.0], [0.0, 0.0, 0.0], [0.0, 0.0, 0.0], [0.0, 0.0, 0.0], [0.0, 0.0, 0.0], [0.0, -0.1, -0.1], [0.0, 0.0, 0.0], [0.0, 0.0, 0.0], [0.0, 0.0, 0.0], [-0.1, -0.3, 0.0], [0.0, 0.1, 0.0], [0.0, 0.0, 0.2], [0.1, 0.0, 0.1], [0.0, 0.0, 0.0], [0.0, 0.0, 0.0], [0.0, 0.0, 0.0], [0.0, 0.0, 0.0], [0.0, 0.0, 0.0], [0.0, 0.0, 0.0], [0.0, 0.0, 0.0], [0.0, 0.0, 0.0], [0.0, 0.0, 0.0], [0.0, 0.0, 0.0], [0.0, 0.0, 0.0], [0.0, 0.0, 0.0]],
  "nbo_charge": [1.54, -0.67, 0.45, -0.31, -0.13, -0.26, -0.12, -0.28, 0.64, -0.83, -0.39, -0.33, 0.05, 0.19, -0.21, -0.10, -0.25, 0.11, -0.59, 0.51, 0.24, 0.23, 0.23, 0.24, 0.23, 0.25, 0.24, 0.25, 0.23, -0.48, 0.49, -0.63, -0.07, -0.84, 2.12, -1.18, -0.19, -0.84, -0.06, -0.64, 0.23, 0.22, 0.23, 0.19, 0.19, 0.19, 0.21, 0.22, 0.24, 0.23],
  "energy_ha": -3847.7470,
  "total_charge": 1,
  "homo_energy_ev": -10.84
}